Entry 1:
{
  "formula": "C21H34N5Pt",
  "method": "ωB97M-V with the def2-TZVPD basis set",
  "de_lowest_kj_mol": 369.5,
  "gap_ev": [5.302, 5.302],
  "charge": 3,
  "elements": ["Pt", "N", "N", "N", "N", "N", "C", "C", "C", "C", "C", "C", "C", "C", "C", "C", "C", "C", "C", "C", "C", "C", "C", "C", "C", "C", "C", "H", "H", "H", "H", "H", "H", "H", "H", "H", "H", "H", "H", "H", "H", "H", "H", "H", "H", "H", "H", "H", "H", "H", "H", "H", "H", "H", "H", "H", "H", "H", "H", "H", "H"],
  "positions_angstrom": [[-0.13622, 0.26172, 0.05363], [-1.00023, -3.40720, 2.26037], [-0.46169, 3.62653, -0.25757], [-1.47560, 1.77777, -1.17343], [0.96313, -0.99260, 2.03110], [-2.00836, -0.53682, 1.07537], [1.63995, 0.08662, -0.97312], [-1.24378, 3.10544, -1.21127], [1.28760, 0.80856, -3.80513], [-2.92692, 1.97699, -3.05857], [-0.10497, -1.98695, 4.07585], [-0.00672, -1.22937, -3.80883], [-2.29953, 1.23787, -2.07321], [-1.81901, 3.91932, -2.21722], [-2.11053, -0.37205, 2.55153], [1.43060, -2.29438, -1.50326], [-0.54878, 0.55547, -5.32768], [-0.80890, -0.71283, -4.80522], [-2.66556, 3.34770, -3.13717], [-2.48764, -1.66698, 3.27850], [0.32929, -0.71738, 3.33771], [1.83887, -0.91673, -2.04576], [0.49244, 1.32007, -4.80459], [1.03076, -0.46432, -3.25627], [-1.35473, -2.65766, 3.52424], [-0.84093, 0.25298, 3.14630], [3.31444, -0.99828, -2.51916], [1.05826, -0.22192, 3.98947], [-2.45344, 0.16718, -2.00081], [-1.60078, 4.97622, -2.23209], [3.66283, -0.07633, -2.97404], [0.70906, 2.28986, -5.21887], [-3.61763, 1.50229, -3.73361], [-2.37444, -1.44055, 0.78004], [-0.18611, -2.23799, -3.47889], [-3.32262, -2.15580, 2.77224], [2.25609, 0.98987, -0.98362], [-1.82944, -3.86764, 1.86141], [-0.32201, -4.15138, 2.47603], [-2.61653, 0.15566, 0.63660], [-2.86428, -1.38167, 4.26203], [1.67879, -0.27942, 1.87225], [3.94762, -1.22387, -1.66396], [-0.57422, -2.75225, 1.58266], [-0.08852, 3.03773, 0.47645], [-0.27049, 4.61590, -0.23035], [-0.31387, -1.71065, 5.10868], [-3.13470, 3.94726, -3.90317], [-1.10767, 0.90923, -6.18030], [-1.60899, -1.31065, -5.21694], [2.08619, -2.53899, -0.67231], [-2.92281, 0.33731, 2.74124], [-1.70516, -3.40712, 4.24035], [2.12343, 1.38949, -3.44485], [3.40844, -1.79532, -3.25289], [1.55227, -3.06452, -2.25783], [0.72112, -2.69911, 4.11975], [-0.51097, 1.07830, 2.49978], [0.39397, -2.26933, -1.15362], [1.48928, -1.86450, 2.05400], [-1.09568, 0.67524, 4.11840]]
}

Entry 2:
{
  "formula": "C21H34O12S",
  "method": "ωB97M-V with the def2-TZVPD basis set",
  "smiles": "CC[C@]1(C)COS(=O)(=O)O1.O=C1CCCO1.O=C1CCCO1.O=C1CCCO1.O=C1CCCO1",
  "gap_ev": 9.758,
  "charge": 0,
  "elements": ["S", "O", "O", "O", "O", "O", "O", "O", "O", "O", "O", "O", "O", "C", "C", "C", "C", "C", "C", "C", "C", "C", "C", "C", "C", "C", "C", "C", "C", "C", "C", "C", "C", "C", "H", "H", "H", "H", "H", "H", "H", "H", "H", "H", "H", "H", "H", "H", "H", "H", "H", "H", "H", "H", "H", "H", "H", "H", "H", "H", "H", "H", "H", "H", "H", "H", "H", "H"],
  "positions_angstrom": [[3.75273, -1.35054, -2.76789], [-0.92732, 2.61395, 5.91753], [1.33372, 1.91741, 1.45809], [1.32922, -5.24062, -2.60662], [-0.11375, -6.93749, -2.85685], [4.26986, -0.28999, -3.54901], [3.44557, -0.96671, -1.26161], [0.68825, 2.26721, -0.65633], [4.56991, -2.49646, -2.84824], [0.02031, 4.40023, 4.95703], [-2.71146, -0.41064, -0.99115], [-2.26759, 0.57800, -2.95274], [2.26768, -1.62659, -3.22986], [1.46970, 1.56007, -3.37845], [1.55266, 4.13423, 2.21360], [-2.23322, 2.25677, 6.40795], [-4.53449, 0.61066, -2.07133], [-3.05188, 0.29611, -2.09489], [3.23069, -6.40551, -1.85689], [1.31803, -0.84472, -2.42011], [-2.28221, 4.52783, 5.73704], [1.41952, 2.69661, 2.67330], [0.18801, -1.87333, -2.16526], [-3.88104, -0.68780, -0.20138], [1.00046, -6.55187, -2.65441], [0.91480, 2.69976, 0.44010], [0.67086, 0.26402, -3.26221], [2.07588, -0.46166, -1.15915], [-2.90040, 3.57833, 6.76115], [2.24143, -7.40228, -2.45754], [-0.92763, 3.89556, 5.48594], [-4.89610, 0.37169, -0.60717], [0.75161, 4.13052, 0.91397], [2.75725, -5.08926, -2.45516], [-3.61973, -0.63685, 0.85290], [1.20144, 4.84945, 2.95008], [3.19286, -4.89679, -3.43586], [-4.71522, 1.63524, -2.38247], [-4.72748, 1.28495, -0.03425], [-5.04861, -0.08171, -2.73931], [2.59873, 4.35864, 1.99699], [-2.60830, 3.88342, 7.76668], [2.03455, -8.23483, -1.79127], [3.11443, -6.38312, -0.77197], [-4.22085, -1.69972, -0.43088], [-2.76374, 1.72049, 5.61834], [1.43718, 2.16398, -2.46696], [0.98068, 2.17738, -4.13307], [-2.12448, 1.59865, 7.26603], [-3.98687, 3.53313, 6.72774], [2.56988, -7.77117, -3.43020], [4.27329, -6.62440, -2.07728], [1.14580, 4.82761, 0.18001], [-5.92702, 0.06214, -0.44768], [-0.05406, -1.96777, -1.10880], [1.60918, -0.94218, -0.30942], [2.49561, 1.40699, -3.70201], [2.27660, 2.36572, 3.25371], [2.96602, -4.24136, -1.81109], [-0.29761, 0.50553, -2.82345], [-0.73044, -1.57202, -2.65344], [-0.30914, 4.32340, 1.08391], [0.55386, -0.16195, -4.25499], [-2.17032, 5.53743, 6.12103], [0.51470, 2.52908, 3.25674], [-2.84078, 4.54157, 4.79983], [0.44891, -2.84664, -2.56351], [2.18989, 0.59223, -0.96751]]
}

Entry 3:
{
  "formula": "C21H35AgAsN4O3S3Si2",
  "method": "ωB97M-V with the def2-TZVPD basis set",
  "de_lowest_kj_mol": 125.6,
  "gap_ev": 6.205,
  "charge": -1,
  "elements": ["Ag", "As", "S", "S", "S", "Si", "Si", "O", "O", "O", "N", "N", "N", "N", "C", "C", "C", "C", "C", "C", "C", "C", "C", "C", "C", "C", "C", "C", "C", "C", "C", "C", "C", "C", "C", "H", "H", "H", "H", "H", "H", "H", "H", "H", "H", "H", "H", "H", "H", "H", "H", "H", "H", "H", "H", "H", "H", "H", "H", "H", "H", "H", "H", "H", "H", "H", "H", "H", "H", "H"],
  "positions_angstrom": [[0.68933, -0.39663, 1.26722], [-0.12772, -0.32059, -1.59942], [4.85043, -2.05883, 4.22568], [0.30007, -5.17003, 1.08372], [1.06181, 2.25717, 2.54686], [-2.26804, -0.30322, -2.58985], [1.04175, -1.83819, -2.94163], [-1.27730, 1.10003, 1.05078], [-1.95209, 2.20822, 2.89622], [2.28159, 1.58511, 1.92668], [-1.36812, -3.06348, 0.56416], [0.66413, -2.66804, 1.67772], [2.87871, -1.30391, 2.77255], [4.20688, 0.48262, 3.52287], [1.73064, -3.38253, 2.15614], [-0.25062, -3.46652, 1.08044], [-2.15612, 3.27128, 0.79270], [-3.40767, 0.89344, -1.72488], [3.90607, -0.84925, 3.41979], [1.89328, -0.89625, -4.32828], [-1.50942, 3.48106, -0.41979], [1.74483, -4.71795, 1.93184], [0.09279, -3.26533, -3.70513], [2.79553, -2.67641, 2.88127], [-3.11675, 4.18336, 1.21274], [-3.45456, 5.26911, 0.41728], [-3.07264, -1.98996, -2.49743], [0.64327, 1.31107, 4.00617], [-2.06627, 0.21704, -4.38779], [-1.82394, 4.58021, -1.20652], [-1.77232, 2.07979, 1.67032], [1.70948, 3.67761, 3.42860], [-2.80742, 5.47149, -0.79504], [2.32477, -2.57937, -1.79291], [3.75142, -3.26001, 3.64800], [-1.30913, 4.73716, -2.14724], [-0.64093, -2.94850, -4.44863], [-3.05082, 0.37881, -4.83718], [-3.58782, 4.01949, 2.17402], [2.87897, -1.80999, -1.25212], [5.17939, 0.70949, 3.64187], [-0.61658, -1.47608, -0.69497], [2.48206, 3.36412, 4.13180], [-0.41993, -3.85334, -2.94249], [3.87159, -4.29992, 3.89500], [-3.10088, -2.31428, -1.45665], [1.84621, -3.22005, -1.04761], [-3.06573, 6.32187, -1.41497], [-1.54676, -0.54296, -4.97609], [-3.17929, 1.93399, -1.95176], [-1.50304, 1.14865, -4.46902], [-3.35515, 0.77577, -0.64227], [0.87883, 4.15862, 3.94289], [2.56830, -1.55982, -4.87701], [-2.55773, -2.75414, -3.08340], [-0.76378, 2.75898, -0.73124], [1.55222, 1.14361, 4.58477], [-0.12317, 1.86896, 4.53647], [1.17131, -0.48504, -5.03748], [0.21034, 0.36323, 3.68978], [3.68054, 1.05722, 2.86163], [-4.21922, 5.96444, 0.74393], [-4.42601, 0.67595, -2.06354], [0.82478, -3.91011, -4.20233], [3.03785, -3.18429, -2.36179], [2.51314, -5.42289, 2.19764], [-1.87013, -3.85019, 0.16200], [2.47901, -0.06454, -3.93308], [-4.09937, -1.89946, -2.86558], [2.12515, 4.35314, 2.68357]]
}

Entry 4:
{
  "formula": "C21H35As3OPd",
  "method": "ωB97M-V with the def2-TZVPD basis set",
  "de_lowest_kj_mol": 39.0,
  "gap_ev": [5.419, 5.454],
  "charge": 2,
  "elements": ["Pd", "As", "As", "As", "O", "C", "C", "C", "C", "C", "C", "C", "C", "C", "C", "C", "C", "C", "C", "C", "C", "C", "C", "C", "C", "C", "H", "H", "H", "H", "H", "H", "H", "H", "H", "H", "H", "H", "H", "H", "H", "H", "H", "H", "H", "H", "H", "H", "H", "H", "H", "H", "H", "H", "H", "H", "H", "H", "H", "H", "H"],
  "positions_angstrom": [[0.05545, -0.14008, -0.07278], [-1.05504, -2.34510, -0.23728], [-0.32472, -0.47847, 2.27751], [-1.26715, 1.88971, -0.61573], [1.98700, 0.21024, -1.36568], [1.18327, -1.40336, 3.02901], [-2.83697, 1.35672, -1.57752], [-3.93439, -3.44567, 2.61149], [-0.65017, 0.95697, 3.49887], [-2.19725, 4.29686, -3.13506], [3.01829, -0.71968, -0.91540], [-1.81320, -1.66850, 2.43634], [0.01289, -3.94522, -0.22658], [-2.28728, -2.62317, -1.67869], [-2.13447, -2.47054, 1.34770], [-3.45584, 6.25486, -2.53404], [-1.76297, 5.40664, -1.05182], [-1.48947, 4.37326, -1.94109], [-0.43938, 3.34061, -1.61355], [-2.74523, 6.34486, -1.34715], [-1.99735, 2.69833, 0.96260], [4.32845, -0.47657, -1.61919], [-3.60625, -2.64676, 3.70001], [-2.54246, -1.75695, 3.61717], [-3.17943, 5.23309, -3.43117], [-3.19850, -3.36174, 1.43475], [-1.97243, 3.51123, -3.84915], [-2.61352, -3.66024, -1.63463], [0.10615, 1.72524, 3.36083], [-3.46630, 2.23952, -1.68092], [2.66202, -1.73545, -1.07030], [-1.19972, 3.14363, 1.55114], [3.11549, -0.54760, 0.15361], [-4.21342, 6.99116, -2.76923], [2.14631, 0.38599, -2.30092], [0.49511, -4.07024, -1.19286], [1.99206, -0.70310, 3.22326], [-0.56981, 0.54533, 4.50356], [0.76451, -3.88097, 0.55557], [-3.47201, -3.99380, 0.59933], [0.01215, 2.89655, -2.49790], [-4.18151, -2.71201, 4.61442], [-1.63858, 1.37216, 3.33850], [-2.71740, 3.46319, 0.67638], [-1.78209, -2.44153, -2.62331], [0.83040, -1.84264, 3.96064], [1.52413, -2.18475, 2.35529], [-0.65063, -4.78594, -0.03198], [0.35524, 3.71833, -0.97294], [-3.71760, 5.17239, -4.36874], [4.25044, -0.70024, -2.68594], [-2.94364, 7.15436, -0.65662], [-2.30716, -1.13963, 4.47484], [5.10195, -1.12658, -1.20700], [-3.13777, -1.95544, -1.57756], [-2.57977, 0.96782, -2.56005], [-1.19321, 5.49793, -0.13276], [4.65495, 0.55632, -1.49494], [-3.34976, 0.59611, -0.99257], [-4.76665, -4.13458, 2.67668], [-2.49896, 1.92020, 1.53094]]
}

Entry 5:
{
  "formula": "C21H35BClFN3O7",
  "method": "ωB97M-V with the def2-TZVPD basis set",
  "gap_ev": 5.991,
  "charge": 1,
  "elements": ["Cl", "F", "O", "O", "O", "O", "O", "O", "O", "N", "N", "N", "C", "C", "C", "C", "C", "C", "C", "C", "C", "C", "C", "C", "C", "C", "C", "C", "C", "C", "C", "C", "C", "B", "H", "H", "H", "H", "H", "H", "H", "H", "H", "H", "H", "H", "H", "H", "H", "H", "H", "H", "H", "H", "H", "H", "H", "H", "H", "H", "H", "H", "H", "H", "H", "H", "H", "H", "H"],
  "positions_angstrom": [[-1.09078, -0.30409, -0.22079], [-2.69996, 0.87037, -2.88252], [-3.95272, -4.82022, 6.02415], [3.03582, 4.89352, -7.98328], [-2.44624, -6.34335, 6.68208], [-1.48395, -2.14014, 5.11003], [0.99965, 1.40874, 1.62184], [-0.14374, -0.34786, 4.99220], [0.79940, 3.76079, -7.90219], [-1.08271, 2.78606, -3.47479], [2.28950, 4.15305, -1.81650], [0.03630, 3.49382, -3.16007], [1.04478, 3.32670, -2.05209], [3.27389, 2.14683, -3.32561], [-1.95822, -7.32672, 7.61415], [1.13639, 4.24675, -5.46393], [-1.54442, -0.71529, 3.11032], [0.77087, 2.09587, -0.95277], [4.48228, 4.67647, -3.25835], [-0.58049, 1.15299, -1.24576], [0.33336, 4.68457, -4.10353], [3.26038, 3.67652, -2.70659], [-1.45535, 1.65364, -2.58170], [0.38269, 4.74953, -6.86992], [-1.02527, -1.03197, 4.48081], [-2.34997, -8.72523, 7.18196], [-3.67796, -5.78263, 6.73471], [-2.64860, -2.88394, 4.70476], [-4.72243, -6.41927, 7.60178], [3.35304, 1.85434, 0.43695], [2.07586, 4.14085, -8.52673], [2.39409, 3.54564, -10.05201], [-2.29367, -3.91884, 3.65638], [1.71581, 1.77602, 0.35053], [-0.76977, 4.59168, -6.70880], [-3.45262, -2.21530, 4.38145], [3.90757, 1.98688, -0.58411], [1.63041, 2.68246, -10.27465], [2.25255, 4.43563, -10.80641], [0.84914, 5.58653, -3.51688], [-2.58052, -1.01041, 2.95483], [-5.27559, -7.15911, 7.01654], [-1.51283, 0.36986, 2.97017], [3.19163, 1.29800, -2.52417], [-3.16838, -4.52210, 3.39794], [4.90609, 5.28301, -2.35175], [-1.91306, -3.45242, 2.74374], [-1.50475, -4.58271, 4.02549], [-3.43582, -8.85175, 7.16605], [3.47542, 3.05724, -10.12008], [5.34584, 3.97995, -3.68084], [-5.41311, -5.64054, 7.94051], [0.93695, 2.20413, 2.22951], [3.80868, 0.87932, 0.95204], [-3.01554, -3.39401, 5.60203], [2.16598, 4.85027, -5.45305], [-4.32251, -6.88160, 8.50239], [-1.92441, -9.47164, 7.85844], [4.27586, 1.99001, -3.91485], [0.68170, 5.84832, -7.16573], [1.30382, 3.09667, -5.59777], [3.62714, 2.75492, 1.13923], [2.39886, 1.94623, -4.10587], [-2.27712, -7.09656, 8.63560], [-0.73221, 5.09660, -4.42827], [-0.86611, -7.24212, 7.60698], [4.07621, 5.36729, -4.14237], [-0.90435, -1.19201, 2.36272], [-1.99281, -8.92623, 6.16639]]
}

Entry 6:
{
  "formula": "C21H35BF2GeN2Si3W",
  "method": "ωB97M-V with the def2-TZVPD basis set",
  "de_lowest_kj_mol": 92.7,
  "multiplicity": 4,
  "s_squared": 3.80,
  "gap_ev": [5.803, 5.995],
  "charge": 3,
  "elements": ["W", "Ge", "Si", "Si", "Si", "F", "F", "N", "N", "C", "C", "C", "C", "C", "C", "C", "C", "C", "C", "C", "C", "C", "C", "C", "C", "C", "C", "C", "C", "C", "B", "H", "H", "H", "H", "H", "H", "H", "H", "H", "H", "H", "H", "H", "H", "H", "H", "H", "H", "H", "H", "H", "H", "H", "H", "H", "H", "H", "H", "H", "H", "H", "H", "H", "H", "H"],
  "positions_angstrom": [[-0.65058, -0.59217, -0.92210], [0.89037, 0.31518, 0.89229], [0.04276, 0.67991, 3.17896], [3.13215, -3.23610, 1.49743], [2.57133, 1.79397, -0.16923], [-1.67080, -3.00450, 0.69580], [-3.08639, -1.23090, 0.82127], [-1.98810, -1.31182, -2.50138], [-1.77251, 1.12926, -1.36106], [-3.01419, -2.83805, -4.03033], [-3.64667, 1.95265, -2.66399], [-1.17716, 2.04306, 2.83917], [-0.73598, -0.90819, 3.74077], [-3.91576, -1.88071, -4.42323], [-1.66341, 2.33040, -0.79087], [3.20432, 0.84449, -1.64792], [-4.75722, 0.46785, -4.22278], [1.49788, 1.18713, 4.20855], [-3.49764, 3.20615, -2.03841], [-2.06577, -2.51740, -3.05926], [-3.86208, -0.59265, -3.85276], [1.58703, -4.03652, 2.01785], [1.69336, 3.36298, -0.64523], [-2.50792, 3.39004, -1.10298], [4.07819, -2.22240, 2.66866], [3.63380, -3.30282, -0.24910], [-2.88057, -0.35389, -2.89307], [-2.76846, 0.93676, -2.29063], [-4.65477, 1.68693, -3.65240], [3.87247, 2.07550, 1.12730], [-1.94980, -1.73915, 0.38089], [1.24442, -3.66384, 2.98328], [3.58581, 1.54593, -2.39553], [-1.39326, -1.35833, 2.99707], [-4.16607, 4.01820, -2.29828], [4.50190, 1.19760, 1.28522], [-5.51434, 0.27048, -4.97038], [-1.65507, 2.30933, 3.78740], [-2.37227, 4.33988, -0.60567], [4.60492, -1.41337, 2.15921], [4.38882, -2.55224, -0.48255], [0.01241, -1.64137, 4.04694], [2.43376, 0.24650, -2.14060], [4.84174, -2.83876, 3.16394], [1.21852, 3.86147, 0.20238], [2.76574, -3.16753, -0.89949], [3.43648, -1.82033, 3.45498], [-1.97203, 1.72913, 2.15887], [1.73187, -5.12080, 2.11010], [-0.69962, 2.94739, 2.45554], [-4.66927, -2.10624, -5.16803], [-1.35677, -0.70577, 4.61939], [-0.87234, 2.45434, -0.06320], [2.17170, 0.35051, 4.40195], [4.53556, 2.88557, 0.80773], [3.44122, 2.37555, 2.08093], [4.03630, 0.18937, -1.38203], [2.06199, 1.99699, 3.74815], [2.45681, 4.04707, -1.02971], [4.05423, -4.28758, -0.48924], [-5.32831, 2.48640, -3.93178], [0.96133, 3.22320, -1.44219], [1.15713, 1.54952, 5.18325], [-1.35605, -3.26181, -2.71772], [0.80068, -3.88946, 1.27190], [-3.02584, -3.83203, -4.45402]]
}